No. 1
A molecular structure, C30H26InN7O7S2, computed with ωB97M-V/def2-TZVPD.

Geometry as XYZ:
```
73
Properties=species:S:1:pos:R:3
In -0.4247 0.2646 -0.4404
N -2.5803 -3.8698 1.8219
C -1.5290 -3.1950 1.3296
N -1.3141 -1.9331 1.4968
C -2.2769 -1.1807 2.1492
N -2.0528 0.0564 2.4192
N -0.9761 0.5990 1.7977
C -0.2921 1.4670 2.4204
C 0.8884 2.0457 1.7904
C 1.5396 3.1232 2.3520
C 2.6778 3.6195 1.7252
C 3.1049 3.0308 0.5583
C 2.3690 1.9717 0.0348
N 1.3299 1.4459 0.6730
C -3.5147 -1.8105 2.5904
C -4.5851 -1.0874 3.1177
C -5.7421 -1.7391 3.4848
C -5.8399 -3.1247 3.3454
C -4.7936 -3.8528 2.8198
C -3.6407 -3.1865 2.4134
H -2.7248 -4.8267 1.5484
H -0.7951 -3.7720 0.7752
H -0.5517 1.7472 3.4356
H 1.1456 3.5777 3.2515
H 3.2145 4.4557 2.1525
H 3.9661 3.4038 0.0235
H 2.6692 1.4731 -0.8755
H -4.4697 -0.0168 3.2219
H -6.5762 -1.1800 3.8889
H -6.7434 -3.6358 3.6527
H -4.8598 -4.9296 2.7135
O -0.7108 2.7168 -3.3184
S -0.0417 2.3707 -2.0917
O 0.9589 3.3208 -1.6427
O -1.0804 2.1603 -0.9624
O 0.5910 0.9689 -2.1967
C -5.5479 0.5489 -6.5439
C -4.8940 0.0903 -5.2692
C -5.4598 -0.9322 -4.5090
C -4.8870 -1.3236 -3.3093
C -3.7369 -0.6829 -2.8717
C -3.1430 0.3302 -3.6152
C -3.7274 0.7008 -4.8119
S -3.0459 -1.1611 -1.3221
O -3.2213 -0.0938 -0.3650
O -3.6097 -2.4460 -0.9713
N -1.4558 -1.2671 -1.4960
C -0.7886 -2.2228 -2.2317
C -1.3627 -3.0850 -3.1426
C -0.5685 -3.9745 -3.8886
C 0.7895 -4.0019 -3.7581
C 1.4148 -3.1488 -2.8229
C 2.8137 -3.1006 -2.6402
C 3.3476 -2.2781 -1.6915
C 2.4814 -1.5187 -0.8912
N 1.1777 -1.5298 -1.0313
C 0.6270 -2.2938 -2.0167
H -6.3302 -0.1427 -6.8540
H -4.8209 0.6419 -7.3513
H -6.0044 1.5302 -6.3977
H -6.3621 -1.4202 -4.8591
H -5.3146 -2.1099 -2.7014
H -2.2514 0.8376 -3.2609
H -3.2711 1.4915 -5.3972
H -2.4320 -3.0651 -3.2936
H -1.0523 -4.6321 -4.6005
H 1.3973 -4.6663 -4.3600
H 3.4452 -3.7188 -3.2674
H 4.4164 -2.2060 -1.5441
H 2.8796 -0.8806 -0.1101
O 1.5102 -1.1623 2.3745
H 2.4248 -1.0683 2.0970
H 0.9765 -1.2055 1.5635
```

Results
Frontier orbital gap ... 7.46 eV
Energy ... -83141.928 eV

Atomic partial charges in e from the natural (NBO) method, atoms 1 to 4: atom 1 (In): 1.85, atom 2 (N): -0.55, atom 3 (C): 0.37, atom 4 (N): -0.56

No. 2
A molecular structure, C30H26N4O2SiTi, computed with ωB97M-V/def2-TZVPD.

Geometry as XYZ:
```
64
Properties=species:S:1:pos:R:3
Ti -1.1322 -1.2900 0.1891
O 0.1220 -2.4241 -0.1023
C 1.3212 -2.5651 0.5251
C 2.4027 -3.1068 -0.1519
C 3.6169 -3.2647 0.4870
C 3.7647 -2.8895 1.8165
C 2.6881 -2.3703 2.5021
C 1.4464 -2.2008 1.8823
C 0.3103 -1.6865 2.6369
N -0.9002 -1.3556 2.1483
C -1.6729 -0.9051 3.2094
C -0.9352 -0.9869 4.3389
N 0.2936 -1.4760 3.9619
H 2.2591 -3.4009 -1.1833
H 4.4561 -3.6798 -0.0544
H 4.7224 -2.9859 2.3085
H 2.8221 -2.0797 3.5366
H -2.6833 -0.5553 3.0839
H -1.1708 -0.7435 5.3598
H 1.0548 -1.6631 4.5948
O -0.9359 0.3354 -0.0379
Si 0.0087 1.5880 -0.7183
C 1.7646 0.9375 -0.8043
C 2.5631 0.8675 0.3411
C 3.9029 0.5304 0.2502
C 4.4619 0.2196 -0.9826
C 3.6737 0.2427 -2.1231
C 2.3405 0.6151 -2.0360
C -0.7579 1.5604 -2.4418
C -0.9577 2.6994 -3.2185
C -1.5597 2.6139 -4.4666
C -1.9680 1.3861 -4.9605
C -1.7541 0.2354 -4.2138
C -1.1573 0.3266 -2.9685
C -0.3332 2.9853 0.4709
C -1.1723 2.7628 1.5691
C -1.4621 3.7840 2.4587
C -0.9209 5.0472 2.2629
C -0.0808 5.2815 1.1854
C 0.2150 4.2584 0.2988
H 2.1445 1.1451 1.3052
H 4.5197 0.5201 1.1387
H 5.5138 -0.0255 -1.0544
H 4.1049 -0.0050 -3.0843
H 1.7545 0.6913 -2.9451
H -0.6449 3.6668 -2.8440
H -1.7098 3.5087 -5.0556
H -2.4463 1.3212 -5.9283
H -2.0415 -0.7271 -4.6201
H -0.9552 -0.5864 -2.4028
H -1.6085 1.7840 1.7173
H -2.1094 3.5959 3.3057
H -1.1549 5.8465 2.9532
H 0.3490 6.2634 1.0384
H 0.8805 4.4507 -0.5355
N -4.2321 -3.5904 -1.2061
C -4.5786 -3.5999 0.1212
C -3.7527 -2.7139 0.7311
N -2.9100 -2.1620 -0.2244
C -3.2332 -2.7286 -1.3858
H -4.6701 -4.1489 -1.9248
H -5.3617 -4.2211 0.5189
H -3.7333 -2.4240 1.7669
H -2.7807 -2.5088 -2.3394
```

Results
Frontier orbital gap ... 6.89 eV
Relative energy (zero: lowest compared OMol25 entry of this formula, charge and spin) ... 67.6 kJ/mol
Net charge ... +2
Energy ... -72571.866 eV

Atomic partial charges in e from the natural (NBO) method, atoms 1 to 4: atom 1 (Ti): 1.97, atom 2 (O): -0.67, atom 3 (C): 0.29, atom 4 (C): -0.22

No. 3
A molecular structure, C30H26N7O2Rh, computed with ωB97M-V/def2-TZVPD.

Geometry as XYZ:
```
66
Properties=species:S:1:pos:R:3
Rh 1.4283 -0.2650 0.0948
C 4.2698 -4.9257 0.6626
C 3.0239 -5.2440 1.1979
C 2.1033 -4.2492 1.4751
C 2.4519 -2.9315 1.2018
C 3.6942 -2.5985 0.6693
C 4.6087 -3.6054 0.3992
N 1.5522 -1.8572 1.4224
N 0.5860 -2.0462 2.1811
C -0.2617 -0.9537 2.2265
C -1.2653 -0.8879 3.1852
C -2.1102 0.2142 3.1950
C -1.9720 1.2017 2.2412
C -0.9752 1.1319 1.2581
C -0.0953 0.0718 1.2844
H 4.9809 -5.7137 0.4553
H 2.7723 -6.2757 1.4020
H 1.1332 -4.4805 1.8922
H 3.9602 -1.5579 0.5065
H 5.5829 -3.3607 -0.0004
H -1.3768 -1.6962 3.8957
H -2.8957 0.2824 3.9344
H -2.6485 2.0468 2.2432
H -0.9109 1.9115 0.5100
O 1.4917 5.9988 2.7007
C 1.5849 6.4575 1.3738
N 1.3375 5.2844 0.5616
C 1.9529 5.0720 -0.6193
O 2.6944 5.8541 -1.1700
C 1.7156 3.7250 -1.2697
C 1.8432 3.6329 -2.6527
C 1.7180 2.3988 -3.2629
C 1.4945 1.2822 -2.4788
N 1.3853 1.3605 -1.1438
C 1.4945 2.5676 -0.5521
H 1.4555 6.7530 3.2986
H 2.5775 6.8306 1.1168
H 0.8419 7.2335 1.1672
H 0.6084 4.6727 0.8896
H 2.0586 4.5320 -3.2162
H 1.8119 2.2879 -4.3336
H 1.4154 0.2974 -2.9180
H 1.4364 2.5818 0.5306
C -0.0261 -3.2705 -2.4033
C 0.6973 -2.5321 -1.4921
N 0.2851 -1.3031 -1.1211
C -0.8597 -0.8038 -1.5959
C -1.6583 -1.5100 -2.4807
C -1.2102 -2.7534 -2.9109
C -2.9312 -0.9237 -2.9431
C -3.9639 -0.5915 -2.1675
C -4.0958 -0.7964 -0.7150
C -5.1681 -0.2378 -0.0290
C -5.2429 -0.4837 1.3359
N -4.3449 -1.2308 1.9683
C -3.3741 -1.7371 1.2206
N -3.1908 -1.5517 -0.0770
H 0.3335 -4.2459 -2.6978
H 1.6151 -2.8985 -1.0567
H -1.1577 0.1704 -1.2399
H -1.7985 -3.3264 -3.6160
H -3.0166 -0.7670 -4.0131
H -4.8291 -0.1504 -2.6485
H -5.9160 0.3570 -0.5344
H -6.0479 -0.0749 1.9353
H -2.6535 -2.3727 1.7268
```

Results
Frontier orbital gap ... 6.71 eV
Relative energy (zero: lowest compared OMol25 entry of this formula, charge and spin) ... 0.0 kJ/mol
Net charge ... +2
Energy ... -49050.088 eV

Atomic partial charges in e from the natural (NBO) method, atoms 1 to 4: atom 1 (Rh): 0.93, atom 2 (C): -0.16, atom 3 (C): -0.18, atom 4 (C): -0.22

No. 4
A molecular structure, C30H26NP2PdTe4, computed with ωB97M-V/def2-TZVPD.

Geometry as XYZ:
```
64
Properties=species:S:1:pos:R:3
Pd 0.2862 0.8310 0.2408
C 2.2468 -0.5149 2.4907
P 0.4412 -0.2451 2.2862
C -0.2387 -1.9077 2.0516
C -1.4811 -2.2979 2.5412
C -1.9883 -3.5532 2.2346
C -1.2597 -4.4259 1.4400
C -0.0127 -4.0469 0.9605
C 0.4978 -2.7948 1.2621
C -0.2072 0.4349 3.8231
C -0.4166 -0.3629 4.9458
C -0.9192 0.1991 6.1097
C -1.2116 1.5561 6.1600
C -0.9896 2.3598 5.0497
C -0.4895 1.8001 3.8834
C 2.8611 -0.4502 1.1261
C 4.0745 -0.8543 0.6263
C 4.1319 -0.4225 -0.7263
C 2.9633 0.2538 -0.9802
C 2.4900 1.0794 -2.1364
P 0.6615 1.1388 -2.0087
C -0.0095 2.5359 -2.9356
C -1.3837 2.5535 -3.1957
C -1.9642 3.6407 -3.8259
C -1.1797 4.7235 -4.2028
C 0.1820 4.7142 -3.9485
C 0.7683 3.6274 -3.3125
C 0.1024 -0.3606 -2.8662
C -0.3129 -0.3403 -4.1974
C -0.7108 -1.5136 -4.8189
C -0.6874 -2.7159 -4.1230
C -0.2503 -2.7458 -2.8071
C 0.1432 -1.5735 -2.1789
N 2.1783 0.2186 0.1417
H 2.4206 -1.4680 2.9931
H 2.6216 0.2795 3.1425
H -2.0594 -1.6257 3.1529
H -2.9544 -3.8489 2.6223
H -1.6556 -5.4053 1.2063
H 0.5707 -4.7311 0.3580
H 1.4760 -2.5089 0.8863
H -0.1963 -1.4234 4.9119
H -1.0820 -0.4229 6.9796
H -1.6098 1.9883 7.0680
H -1.2043 3.4190 5.0924
H -0.3054 2.4259 3.0136
H 4.8414 -1.3850 1.1668
H 4.9533 -0.5557 -1.4110
H 2.7630 0.6660 -3.1086
H 2.8893 2.0944 -2.0701
H -1.9992 1.6955 -2.9389
H -3.0265 3.6402 -4.0296
H -1.6317 5.5721 -4.6984
H 0.7953 5.5543 -4.2454
H 1.8329 3.6430 -3.1204
H -0.3305 0.5891 -4.7514
H -1.0387 -1.4886 -5.8493
H -1.0020 -3.6292 -4.6103
H -0.2176 -3.6809 -2.2630
H 0.4874 -1.6032 -1.1501
Te -2.8567 -0.7770 -0.7564
Te -5.1801 -0.2146 0.6338
Te -3.5088 0.9797 2.4773
Te -2.1080 1.6811 0.1888
```

Results
Frontier orbital gap ... 6.00 eV
Relative energy (zero: lowest compared OMol25 entry of this formula, charge and spin) ... 0.0 kJ/mol
Net charge ... +1
Energy ... -84249.816 eV

Atomic partial charges in e from the natural (NBO) method, atoms 1 to 4: atom 1 (Pd): 0.27, atom 2 (C): -0.73, atom 3 (P): 1.08, atom 4 (C): -0.38

No. 5
A molecular structure, C30H27AuF5S4Si, computed with ωB97M-V/def2-TZVPD.

Geometry as XYZ:
```
68
Properties=species:S:1:pos:R:3
Au 0.8310 0.9343 0.2941
C -0.6178 3.7225 1.3642
C 0.1848 3.4001 2.6303
S 0.6060 1.6638 2.7880
C 2.3618 1.6311 3.0369
C 3.2716 2.4780 2.0850
S 3.1790 1.9094 0.3888
C 2.9201 3.4504 -0.6112
C 1.7112 4.3320 -0.2386
S 0.1678 3.3820 -0.2206
H -1.5325 3.1259 1.2887
H -1.0169 4.7521 1.4500
H 1.0907 4.0189 2.6150
H -0.4250 3.5729 3.4896
H 2.5893 2.0137 4.0578
H 2.5867 0.5941 2.9351
H 3.0469 3.5628 2.1171
H 4.2845 2.2839 2.3542
H 3.8590 4.0114 -0.6522
H 2.8108 3.0114 -1.5963
H 1.9562 4.7220 0.7793
H 1.6109 5.1596 -0.9095
F -4.8736 0.4633 -5.6003
C -4.6584 0.6572 -4.3256
C -5.0041 -0.3109 -3.3731
F -5.5694 -1.4754 -3.7583
C -4.7852 -0.0903 -2.0144
F -5.2326 -1.0128 -1.1654
C -4.0944 1.0625 -1.5704
S -3.6582 1.2257 0.0901
C -3.7031 2.0079 -2.5564
F -3.0354 3.1352 -2.1957
C -4.0290 1.8326 -3.8751
F -3.6746 2.7394 -4.8002
C -2.2286 -2.0200 -3.4088
C -1.2692 -1.0533 -3.4422
C -0.4567 -0.9027 -2.3400
C -0.6042 -1.6938 -1.2281
C -1.6755 -2.6110 -1.1670
C -2.4829 -2.7458 -2.3027
Si 0.6062 -1.4475 0.2044
C -0.0666 -1.9564 1.8763
C -1.3124 -1.4450 2.2076
C -1.7836 -1.5428 3.5397
C -0.9822 -2.1200 4.5122
C 0.2285 -2.6854 4.1218
C 0.6962 -2.6088 2.8477
C 2.2612 -2.2521 -0.1517
C 2.4805 -3.0884 -1.2815
C 3.6641 -3.7836 -1.3919
C 4.6681 -3.6500 -0.4727
C 4.4894 -2.7436 0.5609
C 3.3341 -2.0763 0.6984
H -2.8903 -2.1845 -4.2925
H -1.2225 -0.5624 -4.4019
H 0.3990 -0.2246 -2.4746
H -1.8775 -3.1659 -0.2546
H -3.2780 -3.4893 -2.2365
H -1.9468 -0.9037 1.4368
H -2.7679 -1.1006 3.8019
H -1.2790 -2.2508 5.5725
H 0.8549 -3.2286 4.8633
H 1.7276 -2.9081 2.6804
H 1.7336 -3.1921 -2.0602
H 3.7103 -4.3759 -2.3135
H 5.5772 -4.1619 -0.6643
H 5.3168 -2.5090 1.2095
H 3.2180 -1.2829 1.4500
```

Results
Multiplicity ... 3
Frontier orbital gap (alpha / beta) ... 8.24 / 6.38 eV
Relative energy (zero: lowest compared OMol25 entry of this formula, charge and spin) ... 59.0 kJ/mol
Net charge ... +1
Energy ... -100038.645 eV

Atomic partial charges in e from the natural (NBO) method, atoms 1 to 4: atom 1 (Au): 0.52, atom 2 (C): -0.56, atom 3 (C): -0.56, atom 4 (S): 0.30

No. 6
A molecular structure, C30H27BCl5F9IrNO4S3Si, computed with ωB97M-V/def2-TZVPD.

Geometry as XYZ:
```
82
Properties=species:S:1:pos:R:3
Ir -1.4251 0.9813 -0.5732
C -0.3679 6.4475 1.3646
Si 1.3009 5.7476 0.8996
C 2.4466 6.1393 2.3503
C 1.9657 6.6678 -0.6020
C 1.3982 3.9028 0.5973
C 2.5338 3.2191 0.9984
C 2.6384 1.8355 0.8629
C 1.5510 1.1632 0.3471
N 0.4597 1.7929 -0.0747
C 0.3566 3.1436 -0.0013
S -1.0786 3.7707 -0.6897
H -0.2289 7.4619 1.7551
H -0.8426 5.8353 2.1345
H -1.0438 6.4709 0.5124
H 2.4198 7.2109 2.5679
H 3.4868 5.8671 2.1575
H 2.1195 5.6027 3.2445
H 1.9765 7.7485 -0.4305
H 1.3454 6.4644 -1.4776
H 2.9852 6.3464 -0.8304
H 3.3578 3.7619 1.4516
H 3.5152 1.2913 1.1861
H 1.5464 0.0866 0.2412
F -1.7167 -1.5320 2.8832
C -0.9792 -0.4505 3.1623
F 0.1626 -0.5449 2.4817
F -0.6534 -0.5397 4.4752
C -1.7330 0.8849 2.8068
O -1.5930 1.2808 1.5551
C -1.1175 2.0183 3.7103
F 0.2249 1.9664 3.6757
F -1.4798 1.9473 5.0122
F -1.4753 3.2238 3.2763
C -3.2299 0.6876 3.2372
F -3.3671 0.0212 4.4081
F -3.8457 1.8672 3.4017
F -3.9016 -0.0025 2.3186
Cl -2.7487 -1.9055 -2.2972
C -3.8544 -0.7810 -1.5586
C -3.3966 0.3829 -0.9043
C -4.4463 1.2121 -0.4591
Cl -4.0650 2.7593 0.2147
C -5.7983 0.8917 -0.5573
Cl -7.0194 1.9605 0.0501
C -6.1852 -0.3010 -1.1512
Cl -7.8596 -0.7309 -1.2610
C -5.2023 -1.1320 -1.6672
Cl -5.6871 -2.6078 -2.4395
C 2.6135 0.5877 -2.9891
O 1.2907 0.9312 -2.6081
C 0.3136 0.8767 -3.5145
S 0.6045 0.5537 -5.1287
S -1.2696 1.0476 -2.8996
H 3.1940 0.6426 -2.0699
H 2.9983 1.2835 -3.7345
H 2.6428 -0.4208 -3.4039
C 2.0224 -6.1886 -2.9251
C 2.2836 -5.9715 -1.4278
C 3.7212 -5.4682 -1.2368
C 2.1621 -7.3221 -0.7215
C 1.2925 -4.9382 -0.8884
C 0.3226 -5.2546 0.0571
C -0.6063 -4.3142 0.5235
C -0.5313 -3.0418 0.0142
O -1.2913 -1.9584 0.2831
B -0.8210 -0.8974 -0.5489
O 0.3086 -1.4065 -1.2720
C 0.4376 -2.7099 -0.9320
C 1.3469 -3.6280 -1.3952
H 2.7170 -6.9293 -3.3335
H 2.1436 -5.2605 -3.4847
H 1.0021 -6.5419 -3.0867
H 4.4355 -6.2082 -1.6104
H 3.9279 -5.2901 -0.1795
H 3.8943 -4.5348 -1.7724
H 2.9072 -8.0124 -1.1256
H 1.1773 -7.7677 -0.8735
H 2.3339 -7.2274 0.3526
H 0.2662 -6.2580 0.4566
H -1.3569 -4.5771 1.2572
H 2.0675 -3.3305 -2.1470
```

Results
Frontier orbital gap ... 6.01 eV
Relative energy (zero: lowest compared OMol25 entry of this formula, charge and spin) ... 24.4 kJ/mol
Net charge ... -2
Energy ... -172206.399 eV

Atomic partial charges in e from the Mulliken method, atoms 1 to 4: atom 1 (Ir): 1.15, atom 2 (C): -0.83, atom 3 (Si): 0.10, atom 4 (C): -1.17

No. 7
A molecular structure, C30H27Cl2MgNOPS, computed with ωB97M-V/def2-TZVPD.

Geometry as XYZ:
```
64
Properties=species:S:1:pos:R:3
Mg 0.6346 0.4985 -0.5439
C 0.3911 5.1629 -1.9613
C 0.4558 3.9455 -1.0349
C 1.7610 3.1856 -1.2797
C -0.7614 3.0454 -1.2610
C -2.1069 3.7545 -1.0451
O -2.8402 2.8536 -0.1923
C -2.0228 1.8800 0.2052
N -0.8408 1.9124 -0.3108
C -2.6315 0.9441 1.1790
C -3.8005 1.4136 1.7966
C -4.5008 0.6460 2.7043
C -4.0561 -0.6295 3.0133
C -2.9060 -1.1078 2.4135
C -2.1726 -0.3456 1.5051
P -0.7038 -1.1669 0.7706
C -1.4583 -2.5230 -0.1801
C -1.8506 -3.7325 0.3905
C -2.4516 -4.7039 -0.3935
C -2.6663 -4.4773 -1.7459
C -2.2819 -3.2738 -2.3174
C -1.6732 -2.3024 -1.5397
C 0.1313 -1.9210 2.1989
C 0.1207 -1.2945 3.4450
C 0.8625 -1.8176 4.4920
C 1.6274 -2.9597 4.3015
C 1.6640 -3.5706 3.0567
C 0.9286 -3.0495 2.0038
H 1.2858 5.7708 -1.8357
H -0.4667 5.8016 -1.7530
H 0.3387 4.8484 -3.0062
H 0.4343 4.2810 0.0081
H 1.7773 2.7465 -2.2796
H 1.9243 2.3971 -0.5348
H 2.6085 3.8648 -1.1982
H -0.6844 2.6187 -2.2680
H -2.6789 3.9138 -1.9549
H -2.0017 4.6981 -0.5107
H -4.1587 2.4028 1.5569
H -5.3976 1.0398 3.1629
H -4.5987 -1.2483 3.7153
H -2.5578 -2.1025 2.6571
H -1.6835 -3.9247 1.4423
H -2.7501 -5.6431 0.0534
H -3.1271 -5.2427 -2.3559
H -2.4434 -3.0972 -3.3725
H -1.3548 -1.3716 -1.9955
H -0.4770 -0.4044 3.6000
H 0.8423 -1.3336 5.4595
H 2.2002 -3.3691 5.1229
H 2.2677 -4.4552 2.9031
H 0.9721 -3.5168 1.0276
Cl 2.8388 -0.0329 0.3559
C 3.7456 0.0540 -1.1365
C 5.1022 0.3088 -1.0265
C 5.8757 0.3582 -2.1686
C 5.2878 0.1469 -3.4061
C 3.9312 -0.1040 -3.5002
Cl 3.2539 -0.3751 -5.0616
C 3.0962 -0.1439 -2.3615
S 1.3834 -0.4454 -2.5507
H 5.5464 0.4579 -0.0514
H 6.9355 0.5569 -2.0971
H 5.8806 0.1779 -4.3097
```

Results
Frontier orbital gap ... 7.35 eV
Net charge ... +1
Energy ... -85697.621 eV

Atomic partial charges in e from the natural (NBO) method, atoms 1 to 4: atom 1 (Mg): 1.60, atom 2 (C): -0.61, atom 3 (C): -0.22, atom 4 (C): -0.61